1.
ORCA calculation (ωB97M-V/def2-TZVPD) on C23H27CdN2PS3 as an isolated structure in a non-equilibrium geometry.

Calculated values
F_max = 2.80 eV/Å
LUMO level = -5.11 eV
net charge = +2
frontier orbital gap = 8.94 eV

Last column: natural (NBO) charge in e.
Atoms and positions in Å:
Cd (-1.271, -0.044, 0.160)  1.40
S (-1.215, -2.040, -1.774)  0.15
S (-3.797, -0.782, 0.207)  0.21
S (-0.902, -2.099, 1.754)  0.20
P (1.146, 1.035, 0.103)  0.95
N (0.671, 2.678, -0.089)  -0.90
N (-1.674, 2.190, -0.192)  -0.64
C (-3.730, -2.162, 1.396)  -0.57
C (-2.974, -2.655, -1.831)  -0.50
C (-0.858, 4.382, -0.739)  -0.27
C (2.455, 0.558, -1.105)  -0.42
C (4.266, 0.216, -3.139)  -0.16
C (-3.194, 3.903, -1.013)  -0.27
C (-3.908, -1.537, -1.443)  -0.56
C (-2.137, 4.768, -1.090)  -0.09
C (3.025, 0.552, 4.263)  -0.17
C (3.068, -0.466, -3.186)  -0.20
C (2.102, -0.251, -2.185)  -0.19
C (1.483, 1.633, 2.751)  -0.22
C (-2.487, -3.011, 1.550)  -0.53
C (-0.297, -3.258, -0.801)  -0.56
C (-2.899, 2.631, -0.520)  0.07
C (4.624, 1.035, -2.093)  -0.20
C (0.222, -2.964, 0.639)  -0.54
C (1.887, 0.817, 1.699)  -0.36
C (1.975, 1.440, 4.076)  -0.19
C (-0.680, 3.069, -0.397)  0.40
C (3.708, 1.173, -1.077)  -0.13
C (3.368, -0.326, 3.171)  -0.17
C (2.769, -0.220, 1.945)  -0.24
H (5.553, 1.588, -2.123)  0.24
H (-3.030, -3.539, -1.150)  0.23
H (-4.569, -2.862, 1.226)  0.27
H (4.025, 1.747, -0.240)  0.21
H (-3.915, -1.758, 2.421)  0.27
H (-3.772, -0.697, -2.139)  0.25
H (-2.267, 5.762, -1.552)  0.25
H (4.905, 0.055, -3.959)  0.23
H (1.318, 3.432, -0.045)  0.43
H (2.781, -1.056, -4.084)  0.24
H (0.715, 2.433, 2.596)  0.22
H (-4.211, 4.087, -1.318)  0.26
H (-2.593, -3.615, 2.471)  0.27
H (0.575, -3.902, 1.074)  0.26
H (-3.081, -3.023, -2.819)  0.26
H (-4.933, -1.934, -1.627)  0.27
H (2.932, -0.903, 1.179)  0.21
H (3.477, 0.404, 5.241)  0.24
H (0.044, 5.009, -0.763)  0.24
H (-0.886, -4.168, -0.803)  0.24
H (-3.729, 1.983, -0.425)  0.20
H (-2.345, -3.678, 0.709)  0.22
H (1.090, -0.625, -2.407)  0.21
H (4.029, -1.188, 3.346)  0.24
H (0.579, -3.509, -1.387)  0.27
H (1.502, 1.960, 4.945)  0.24
H (1.062, -2.269, 0.589)  0.24

=====

2.
ORCA calculation (ωB97M-V/def2-TZVPD) on C23H27CeClF4N2O3S as an isolated structure in a non-equilibrium geometry.

Calculated values
F_max = 2.46 eV/Å
LUMO level (spin up / spin down) = -7.92 / -7.85 eV
net charge = +2
frontier orbital gap (spin up / spin down) = 5.68 / 5.77 eV

Last column: Mulliken charge in e.
Atoms and positions in Å:
Ce (0.201, -0.187, -0.331)  0.06
Cl (-0.743, 3.061, -7.103)  -0.16
S (-1.016, -3.528, 0.599)  0.08
F (-4.197, 0.966, 1.880)  -0.32
F (-1.935, 1.392, 5.960)  -0.27
F (-1.897, 0.426, 0.623)  -0.16
F (0.355, 0.834, 4.801)  -0.31
O (-0.099, -2.342, 0.268)  -0.21
O (-0.671, -0.961, -2.242)  -0.43
O (0.007, 1.596, -1.479)  -0.18
N (2.686, 0.223, 0.236)  0.68
N (0.424, 0.236, 1.939)  0.74
C (-0.734, 0.859, 4.056)  0.64
C (-0.569, 0.921, -3.713)  1.07
C (-0.079, 3.236, -3.172)  -0.65
C (4.388, 1.949, 1.025)  -1.31
C (-0.213, 1.903, -2.729)  0.43
C (1.739, 0.089, 2.559)  -0.96
C (-3.092, 0.952, 2.604)  0.00
C (-0.777, -0.436, -3.385)  0.06
C (-1.936, 1.154, 4.666)  0.02
C (-0.648, 0.586, 2.663)  -0.18
C (2.717, -0.496, 1.532)  -1.52
C (-3.668, -3.499, 0.122)  -0.88
C (-3.458, -2.547, 1.295)  -0.23
C (2.754, -0.660, -2.077)  -1.05
C (-2.357, -3.492, -0.650)  -0.13
C (-0.567, 2.600, -5.452)  0.04
C (3.041, 1.662, 0.368)  -0.65
C (-2.134, -2.954, 1.935)  -0.39
C (-1.897, 0.684, 1.994)  0.39
C (-0.732, 1.303, -5.070)  -1.14
C (-3.135, 1.199, 3.968)  -0.48
C (-0.246, 3.576, -4.489)  -0.53
C (3.537, -0.444, -0.781)  -0.69
H (3.407, -1.078, -2.841)  0.56
H (3.029, 2.083, -0.639)  0.48
H (4.418, 0.161, -0.996)  0.30
H (-1.065, -1.097, -4.211)  0.43
H (-4.494, -3.181, -0.513)  0.40
H (3.720, -0.514, 1.963)  0.56
H (1.940, -1.384, -1.924)  0.33
H (2.097, 1.051, 2.936)  0.54
H (-4.066, 1.429, 4.467)  0.55
H (2.246, 2.159, 0.931)  0.44
H (-2.259, -3.807, 2.602)  0.50
H (-0.990, 0.549, -5.803)  0.48
H (-2.237, -4.343, -1.317)  0.50
H (3.886, -1.406, -0.404)  0.41
H (4.410, 1.635, 2.069)  0.29
H (-3.414, -1.526, 0.918)  -0.04
H (0.174, 3.982, -2.431)  0.49
H (-4.269, -2.606, 2.021)  0.46
H (-0.130, 4.606, -4.799)  0.47
H (-1.619, -2.159, 2.474)  0.12
H (4.566, 3.023, 1.004)  0.46
H (5.211, 1.466, 0.501)  0.31
H (-2.202, -2.566, -1.204)  -0.11
H (2.412, -1.529, 1.333)  0.59
H (2.366, 0.292, -2.454)  0.22
H (1.705, -0.598, 3.407)  0.60
H (-3.891, -4.503, 0.487)  0.32

=====

3.
ORCA calculation (ωB97M-V/def2-TZVPD) on a 2-piece molecular cluster, C23H27Cl2OSi overall in a non-equilibrium geometry.

Calculated values
F_max = 1.49 eV/Å
LUMO level = -5.94 eV
net charge = +1
frontier orbital gap = 5.25 eV

Last column: natural (NBO) charge in e.
Atoms and positions in Å:
Cl (-6.421, 2.488, -3.456)  0.11
Cl (4.792, 2.494, -3.422)  0.11
Si (1.034, -1.206, 2.771)  1.63
O (0.318, 0.422, 0.597)  -0.43
C (-3.755, 2.885, -3.324)  -0.26
C (3.173, 1.954, -3.361)  0.04
C (0.801, 2.437, -3.402)  -0.12
C (-3.203, 0.149, -3.289)  -0.09
C (1.844, 0.088, 3.868)  -0.87
C (-0.741, 0.907, -0.106)  0.07
C (2.897, 0.576, -3.303)  -0.25
C (-2.435, 2.453, -3.220)  -0.05
C (-2.111, 1.069, -3.178)  -0.21
C (1.711, -3.199, 0.830)  -0.60
C (1.037, -3.216, 4.879)  -0.60
C (-0.810, 0.517, -2.962)  0.15
C (-1.921, 0.388, 0.378)  -0.30
C (2.121, 2.879, -3.417)  -0.19
C (2.302, -2.122, 1.737)  -0.87
C (-4.801, 1.953, -3.365)  0.05
C (-0.183, -0.442, 1.576)  -0.12
C (-4.518, 0.576, -3.363)  -0.25
C (1.584, 0.144, -3.229)  -0.07
C (-1.562, -0.482, 1.441)  -0.28
C (0.165, -2.434, 3.892)  -0.88
C (0.906, 0.874, 4.784)  -0.60
C (0.485, 1.062, -3.211)  -0.20
H (0.151, 1.418, 4.206)  0.20
H (-0.604, -1.869, 4.439)  0.23
H (1.551, -2.558, 5.590)  0.21
H (2.500, -3.671, 0.232)  0.21
H (3.048, -2.547, 2.425)  0.24
H (1.207, -3.989, 1.399)  0.21
H (-0.367, -3.131, 3.228)  0.23
H (2.352, 3.939, -3.498)  0.24
H (0.016, 3.173, -3.533)  0.22
H (-0.808, -0.551, -2.734)  0.23
H (2.383, 0.778, 3.203)  0.23
H (-2.233, -1.082, 2.046)  0.24
H (2.817, -1.359, 1.134)  0.23
H (-2.975, -0.916, -3.302)  0.23
H (-2.922, 0.579, -0.002)  0.23
H (3.716, -0.136, -3.325)  0.25
H (2.611, -0.432, 4.464)  0.24
H (0.415, -3.904, 5.464)  0.22
H (0.384, 0.226, 5.498)  0.21
H (1.798, -3.820, 4.370)  0.21
H (0.982, -2.773, 0.131)  0.19
H (-0.583, 1.703, -0.819)  0.20
H (1.362, -0.921, -3.181)  0.23
H (-3.988, 3.946, -3.379)  0.25
H (1.468, 1.615, 5.366)  0.22
H (-1.659, 3.206, -3.127)  0.21
H (-5.333, -0.139, -3.434)  0.25

=====

4.
ORCA calculation (ωB97M-V/def2-TZVPD) on C23H27ClF6N4O4S2Sb2Sc as an isolated structure in a non-equilibrium geometry.

Calculated values
F_max = 1.33 eV/Å
LUMO level = -2.93 eV
net charge = +1
frontier orbital gap = 8.43 eV

Last column: natural (NBO) charge in e.
Atoms and positions in Å:
Sb (2.178, -1.977, 2.351)  1.10
Sb (0.130, -0.133, -2.760)  1.05
Sc (0.179, 0.486, 0.712)  1.60
Cl (1.348, 2.163, 1.994)  -0.58
S (-2.911, 1.065, -0.120)  2.23
S (-1.355, 3.236, -0.077)  2.25
F (-1.528, 3.108, -2.674)  -0.30
F (-5.378, 1.662, 0.438)  -0.28
F (-4.377, 0.509, 1.976)  -0.29
F (-2.546, 4.788, -1.759)  -0.28
F (-4.959, -0.438, 0.118)  -0.29
F (-0.377, 4.770, -1.882)  -0.29
O (-3.034, 0.721, -1.502)  -0.88
O (-0.986, 4.247, 0.843)  -0.83
O (-0.397, 2.123, -0.366)  -1.04
O (-1.925, 0.259, 0.662)  -1.02
N (-0.145, -2.220, 0.381)  -0.54
N (-0.220, 0.004, 2.999)  -0.57
N (-2.770, 2.604, 0.206)  -1.16
N (2.432, 0.262, 0.119)  -0.60
C (-0.935, 0.711, 3.895)  0.28
C (4.429, -0.865, 0.810)  -0.27
C (5.193, -0.047, -0.010)  -0.12
C (0.102, -0.426, 5.738)  -0.12
C (-0.802, 0.488, 5.263)  -0.23
C (3.184, 1.142, -0.571)  0.28
C (1.055, -1.944, -3.440)  -0.98
C (-1.806, 1.838, 3.456)  -0.65
C (0.714, -0.852, 3.471)  -0.08
C (-2.218, -2.249, -0.975)  -0.63
C (0.801, -2.928, 1.039)  -0.10
C (-1.042, -2.929, -0.342)  0.25
C (3.059, -0.681, 0.858)  -0.08
C (0.928, -4.304, 0.964)  -0.27
C (-4.537, 0.681, 0.674)  0.78
C (0.053, -5.013, 0.159)  -0.13
C (0.897, -1.094, 4.819)  -0.27
C (2.567, 2.396, -1.107)  -0.65
C (-1.468, 4.038, -1.729)  0.76
C (-1.534, -0.301, -4.099)  -0.96
C (4.561, 0.977, -0.676)  -0.23
C (-0.939, -4.311, -0.485)  -0.24
C (1.266, 1.101, -4.099)  -0.97
H (-2.575, 2.040, 4.198)  0.23
H (5.126, 1.693, -1.259)  0.24
H (-2.208, 0.547, -3.992)  0.24
H (0.534, -2.818, -3.043)  0.23
H (-1.125, -0.335, -5.109)  0.23
H (1.581, 2.237, -1.514)  0.23
H (6.266, -0.175, -0.078)  0.24
H (2.465, 3.104, -0.281)  0.27
H (-1.670, -4.825, -1.095)  0.23
H (1.706, -4.807, 1.522)  0.23
H (1.016, 2.157, -4.002)  0.23
H (-2.088, -1.219, -3.903)  0.23
H (-1.928, -1.522, -1.729)  0.23
H (-2.868, -2.983, -1.447)  0.23
H (-1.193, 2.736, 3.344)  0.27
H (-1.410, 1.072, 5.942)  0.23
H (3.200, 2.840, -1.872)  0.23
H (0.217, -0.598, 6.801)  0.24
H (0.130, -6.089, 0.060)  0.24
H (-2.285, 1.645, 2.517)  0.22
H (1.655, -1.791, 5.146)  0.23
H (1.013, -1.960, -4.530)  0.23
H (1.029, 0.763, -5.108)  0.23
H (4.892, -1.634, 1.412)  0.23
H (2.332, 0.963, -3.914)  0.23
H (2.097, -1.979, -3.115)  0.23
H (-2.794, -1.727, -0.222)  0.24

=====

| no. | E (eV) |
| --- | --- |
| 1 | -73615.41753 |
| 2 | -80554.97922 |
| 3 | -59251.99418 |
| 4 | -122710.25994 |